(1)
{"formula": "C13H29ClN2P", "method": "ωB97M-V with the def2-TZVPD basis set", "symbols": ["C", "C", "N", "C", "P", "C", "Cl", "H", "H", "H", "H", "H", "H", "H", "H", "H", "C", "C", "C", "C", "N", "C", "C", "C", "C", "C", "H", "H", "H", "H", "H", "H", "H", "H", "H", "H", "H", "H", "H", "H", "H", "H", "H", "H", "H", "H"], "positions_angstrom": [[-1.803, 5.426, 0.586], [-1.111, 4.287, -0.386], [-1.401, 2.954, -0.217], [-0.038, 4.848, -1.518], [1.670, 4.968, -0.596], [1.726, 3.540, 0.680], [3.102, 4.646, -2.180], [-1.119, 5.484, 1.555], [-1.702, 6.455, 0.034], [-2.914, 5.138, 0.809], [-2.113, 2.896, 0.572], [0.117, 4.033, -2.345], [-0.366, 5.864, -1.997], [1.656, 2.455, 0.190], [0.839, 3.567, 1.473], [2.716, 3.661, 1.336], [0.893, -4.910, -1.305], [1.237, -4.519, 0.124], [0.048, -4.102, 1.002], [-0.887, -3.006, 0.482], [-0.459, -1.542, 0.749], [0.926, -1.148, 0.248], [0.743, -1.010, -1.245], [-0.613, -0.335, -1.382], [-1.375, -0.613, -0.086], [-0.594, -1.208, 2.230], [0.249, -4.184, -1.804], [1.812, -4.982, -1.897], [0.395, -5.884, -1.335], [2.003, -3.744, 0.103], [1.721, -5.382, 0.601], [0.417, -3.857, 2.003], [-0.567, -5.003, 1.132], [-1.860, -3.111, 0.980], [-1.080, -3.102, -0.590], [1.175, -0.174, 0.687], [1.670, -1.866, 0.578], [0.730, -1.985, -1.734], [1.544, -0.426, -1.709], [-1.153, -0.707, -2.257], [-0.490, 0.746, -1.512], [-2.343, -1.103, -0.242], [-1.527, 0.316, 0.475], [0.101, -1.832, 2.796], [-1.628, -1.395, 2.535], [-0.346, -0.153, 2.378]], "mulliken_charge": [-0.984, 0.171, -0.394, -0.608, 0.229, -0.570, -0.257, 0.237, 0.311, 0.384, 0.211, 0.326, 0.368, 0.012, 0.236, 0.360, -1.303, -0.206, -0.724, -0.754, 0.288, -0.519, -0.455, -0.402, -0.457, -1.067, 0.297, 0.340, 0.370, 0.163, 0.446, 0.159, 0.445, 0.336, 0.588, 0.340, 0.289, 0.059, 0.551, 0.391, 0.030, 0.321, 0.264, 0.368, 0.397, 0.413], "lumo_energy_ev": -2.4, "charge": 1}

(2)
{"formula": "C13H29FNO4", "method": "ωB97M-V with the def2-TZVPD basis set", "symbols": ["C", "C", "O", "C", "C", "O", "C", "C", "O", "C", "C", "F", "C", "C", "C", "C", "N", "H", "H", "H", "H", "H", "H", "H", "H", "H", "H", "H", "H", "H", "H", "H", "H", "H", "H", "H", "H", "H", "H", "H", "H", "H", "C", "O", "H", "H", "H", "H"], "positions_angstrom": [[-1.674, 2.823, 2.794], [-1.955, 1.301, 2.539], [-1.405, 0.930, 1.276], [-0.836, -0.372, 1.380], [-0.659, -0.914, -0.086], [-1.709, -0.397, -0.868], [-1.629, -0.907, -2.211], [-1.573, 0.285, -3.222], [-0.434, 0.239, -4.046], [0.628, 1.105, -3.570], [2.024, 0.456, -3.902], [2.025, 0.379, -5.353], [1.945, -0.972, -3.295], [3.333, -1.639, -3.025], [3.273, -2.367, -1.645], [3.668, -1.329, -0.542], [3.268, -1.810, 0.814], [-2.451, 3.221, 3.463], [-0.689, 2.878, 3.285], [-1.656, 3.350, 1.832], [-1.412, 0.751, 3.322], [-3.045, 1.142, 2.550], [0.168, -0.248, 1.833], [-1.482, -1.046, 1.967], [0.333, -0.583, -0.443], [-0.722, -2.019, -0.028], [-0.752, -1.569, -2.315], [-2.522, -1.540, -2.387], [-1.677, 1.215, -2.641], [-2.451, 0.164, -3.890], [0.612, 2.064, -4.119], [0.624, 1.229, -2.473], [1.435, -0.864, -2.313], [1.325, -1.686, -3.889], [4.139, -0.892, -3.100], [3.497, -2.408, -3.806], [3.880, -3.287, -1.581], [2.221, -2.640, -1.431], [4.760, -1.197, -0.569], [3.136, -0.380, -0.702], [3.179, -2.820, 0.786], [2.330, -1.457, 0.964], [-3.281, 2.183, 6.634], [-3.694, 1.356, 5.553], [-2.260, 2.508, 6.445], [-3.928, 3.062, 6.709], [-3.311, 1.624, 7.574], [-4.594, 1.078, 5.732]], "mulliken_charge": [-1.094, -0.275, -0.261, -0.635, 0.191, -0.381, -0.310, -0.646, -0.267, -0.464, -0.992, -0.302, 0.912, -0.816, -0.653, -0.429, -0.771, 0.278, 0.251, 0.356, 0.350, 0.218, 0.289, 0.351, -0.166, 0.342, 0.290, 0.310, 0.339, 0.323, 0.304, 0.303, -0.949, 0.353, 0.445, 0.371, 0.376, 0.258, 0.347, 0.283, 0.273, 0.282, -0.576, -0.443, 0.215, 0.265, 0.296, 0.263], "lumo_energy_ev": 2.1, "charge": -1}

(3)
{"formula": "C13H29N4O3S", "method": "ωB97M-V with the def2-TZVPD basis set", "symbols": ["C", "C", "N", "C", "N", "N", "C", "C", "C", "C", "C", "C", "C", "N", "H", "H", "H", "H", "H", "H", "H", "H", "H", "H", "H", "H", "H", "H", "H", "H", "H", "H", "H", "H", "H", "O", "S", "O", "O", "C", "C", "C", "H", "H", "H", "H", "H", "H", "H", "H"], "positions_angstrom": [[-3.454, 1.449, -2.970], [-2.396, 2.215, -2.397], [-1.154, 1.686, -1.827], [-0.105, 2.699, -1.728], [0.686, 3.151, -2.717], [0.002, 3.123, -0.371], [1.361, 3.197, 0.220], [2.274, 1.930, -0.035], [-1.059, 2.398, 0.379], [-1.063, 2.360, 1.959], [-0.763, 0.906, 2.571], [-0.314, 1.001, 4.091], [-1.187, 1.083, -0.455], [-2.196, 0.090, -0.111], [-3.610, 1.337, -4.080], [-4.200, 0.921, -2.312], [-2.528, 3.337, -2.342], [0.340, 3.689, -3.509], [1.687, 2.949, -2.725], [1.382, 3.415, 1.314], [1.880, 4.070, -0.281], [2.102, 1.117, 0.731], [2.249, 1.533, -1.084], [3.340, 2.269, 0.142], [-1.990, 3.015, 0.163], [-2.125, 2.583, 2.273], [-0.430, 3.143, 2.452], [-0.051, 0.326, 1.930], [-1.751, 0.361, 2.577], [-0.946, 1.756, 4.640], [0.781, 1.229, 4.171], [-0.478, -0.004, 4.579], [-0.174, 0.605, -0.342], [-1.899, -0.781, -0.557], [-3.122, 0.354, -0.449], [1.890, -2.563, 0.764], [1.180, -3.144, -0.343], [-0.257, -3.217, -0.368], [1.782, -4.605, -0.642], [1.805, -5.565, 0.424], [0.424, -6.126, 0.712], [1.718, -2.368, -1.838], [2.250, -5.129, 1.321], [2.460, -6.375, 0.100], [-0.241, -5.355, 1.104], [0.481, -6.926, 1.452], [-0.032, -6.515, -0.200], [2.806, -2.336, -1.851], [1.311, -1.357, -1.850], [1.334, -2.933, -2.686]], "mulliken_charge": [-0.731, -0.080, 0.220, -0.300, -0.210, 0.281, -0.559, -0.871, 0.293, -1.107, 0.124, -1.271, -0.171, -0.397, 0.254, 0.229, 0.350, 0.262, 0.233, 0.333, 0.363, 0.206, 0.236, 0.387, 0.152, 0.415, 0.390, -0.011, 0.301, 0.334, 0.314, 0.357, 0.091, 0.355, 0.224, -0.655, 1.250, -0.619, -0.252, -0.318, -0.982, -0.768, 0.313, 0.276, 0.289, 0.389, 0.263, 0.331, 0.135, 0.353], "lumo_energy_ev": -4.8, "charge": 1}

(4)
{"formula": "C13H29N5O", "method": "ωB97M-V with the def2-TZVPD basis set", "symbols": ["C", "C", "C", "C", "C", "C", "C", "C", "C", "N", "N", "N", "C", "C", "O", "N", "C", "C", "N", "H", "H", "H", "H", "H", "H", "H", "H", "H", "H", "H", "H", "H", "H", "H", "H", "H", "H", "H", "H", "H", "H", "H", "H", "H", "H", "H", "H", "H"], "positions_angstrom": [[3.539, -2.822, 0.595], [4.728, -1.739, 0.431], [4.265, -0.234, 0.716], [3.059, 0.263, -0.249], [1.842, 0.947, 0.587], [0.574, -0.024, 0.721], [-0.673, 0.375, -0.215], [-1.765, -0.751, -0.528], [-2.728, -1.154, 0.697], [-2.813, -2.665, 0.681], [-4.129, -0.658, 0.590], [-2.236, -0.792, 2.042], [0.058, 0.513, -1.670], [0.258, 2.027, -2.131], [0.883, 2.444, -3.134], [-0.458, 2.782, -1.106], [-1.113, 1.908, -0.059], [-2.653, 2.326, -0.205], [-3.246, 1.942, -1.547], [2.855, -2.594, 1.473], [2.877, -2.842, -0.348], [4.015, -3.861, 0.673], [5.488, -2.005, 1.257], [5.254, -1.875, -0.582], [5.135, 0.488, 0.498], [3.998, -0.146, 1.818], [2.728, -0.660, -0.828], [3.410, 1.036, -1.009], [1.600, 2.000, 0.229], [2.260, 1.072, 1.654], [0.860, -1.130, 0.614], [0.208, 0.080, 1.811], [-1.200, -1.704, -0.840], [-2.447, -0.504, -1.416], [-3.393, -2.925, -0.132], [-3.397, -2.905, 1.503], [-4.312, 0.162, 1.176], [-4.439, -0.535, -0.379], [-1.446, -1.367, 2.348], [-2.067, 0.213, 2.153], [-0.705, 0.143, -2.456], [0.924, -0.214, -1.883], [-1.088, 3.391, -1.643], [-0.805, 2.450, 0.912], [-2.675, 3.479, -0.189], [-3.314, 1.994, 0.659], [-4.008, 1.271, -1.391], [-3.704, 2.801, -1.896]], "mulliken_charge": [-0.823, -0.564, -0.705, -0.297, -0.850, -0.662, 1.731, -1.446, 0.290, -0.734, -0.572, -0.675, -1.310, 0.435, -0.663, -0.305, -0.179, -1.021, -0.485, 0.197, 0.224, 0.337, 0.346, 0.275, 0.229, 0.343, 0.036, 0.383, 0.352, 0.521, 0.185, 0.313, 0.381, 0.547, 0.281, 0.381, 0.286, 0.266, 0.307, 0.310, 0.458, 0.286, 0.360, 0.125, 0.554, 0.131, 0.141, 0.277], "smiles": "CCCCCC[C@]1(CC(N)(N)N)CC(=O)N[C@H]1CN", "lumo_energy_ev": 0.5}